{"formula": "C13H33BFN2O3P2", "method": "ωB97M-V/def2-TZVPD", "species": ["C", "C", "C", "P", "F", "C", "C", "C", "O", "C", "C", "C", "C", "C", "B", "O", "N", "C", "C", "P", "N", "O", "H", "H", "H", "H", "H", "H", "H", "H", "H", "H", "H", "H", "H", "H", "H", "H", "H", "H", "H", "H", "H", "H", "H", "H", "H", "H", "H", "H", "H", "H", "H", "H", "H"], "coordinates": [[-3.4294, -0.6297, -1.2418], [-2.0843, -0.7856, -1.2498], [-1.1477, 0.2164, -0.6347], [0.4090, -0.3261, 0.3800], [1.7799, -0.7247, 1.4268], [0.8581, -1.8731, -0.6479], [1.4514, -3.0291, 0.1917], [1.0639, -4.4122, -0.3696], [0.8124, -5.3446, 0.6860], [1.6594, 0.7494, -0.6537], [1.5134, 0.8070, -2.1776], [1.6592, 2.2170, -2.7664], [0.6128, 3.2150, -2.2552], [-0.6728, 3.2522, -3.1089], [0.0854, 1.1547, 1.6690], [-0.2075, 2.4655, 1.2351], [0.1282, 0.9206, 3.1266], [1.5003, 1.1290, 3.6625], [-0.8061, 1.8247, 3.8059], [-0.8637, -1.6255, 1.8622], [-1.5026, -3.0378, 1.0244], [-2.2806, -0.7165, 2.1172], [-4.0861, -1.4931, -1.2739], [-3.9063, 0.3433, -1.1850], [-1.7436, -1.6464, -1.8159], [-1.7762, 0.7377, 0.0919], [-0.9637, 1.0233, -1.3532], [1.6535, -1.6664, -1.3664], [0.0466, -2.3043, -1.2312], [1.1283, -3.0367, 1.2289], [2.5374, -2.9788, 0.1935], [1.8752, -4.8417, -0.9518], [0.1442, -4.3536, -0.9572], [0.1093, -4.9572, 1.2181], [1.7379, 1.7617, -0.2511], [2.6298, 0.3042, -0.4364], [0.6032, 0.3744, -2.6006], [2.3264, 0.2330, -2.6325], [1.5807, 2.1849, -3.8577], [2.6632, 2.5911, -2.5555], [0.3535, 2.9727, -1.2273], [1.0497, 4.2132, -2.2338], [-0.6679, 2.5009, -3.8943], [-1.5548, 3.1160, -2.4849], [-0.7862, 4.2415, -3.5509], [-1.1297, 2.5992, 1.0193], [1.8872, 0.1728, 4.0159], [2.1765, 1.5103, 2.9006], [1.4559, 1.7825, 4.5306], [-1.7643, 1.8776, 3.2936], [-1.0133, 1.4311, 4.8042], [-0.4269, 2.8457, 3.9167], [-2.4706, -3.2312, 1.2417], [-1.4012, -3.0622, 0.0174], [-2.8064, -0.6923, 1.3052]], "atomic_forces_ev_per_a": [[0.63, -0.32, 0.03], [-1.12, 0.56, -0.28], [-0.74, 0.42, -0.60], [0.61, 0.65, -0.82], [0.07, 0.00, 0.06], [0.88, -0.76, 0.34], [-0.36, -0.56, -0.61], [-0.25, 0.03, 0.93], [0.33, -0.34, -0.12], [0.06, -0.21, -0.18], [0.54, 0.32, -0.65], [-0.15, 0.20, 0.14], [-0.07, -0.08, -0.23], [0.12, 0.38, 0.49], [-0.15, -0.37, 0.47], [-0.08, -0.21, 0.11], [0.13, 1.51, -0.46], [-0.49, -1.20, 0.05], [0.02, -0.30, 0.40], [-0.11, -0.56, 1.34], [0.09, -0.13, -0.38], [0.01, 0.00, -0.44], [-0.06, 0.05, -0.93], [0.05, 0.03, 0.93], [0.36, -0.42, 0.78], [-0.03, -0.07, 0.17], [0.55, -0.18, -0.11], [-0.22, 0.48, -0.22], [-0.25, 0.31, -0.01], [-0.01, 0.25, 0.10], [0.08, 0.25, 0.25], [-0.08, -0.08, -0.26], [0.13, 0.10, -0.40], [-0.18, 0.20, 0.06], [-0.26, 0.07, 0.09], [0.02, -0.11, 0.09], [-0.21, -0.15, 0.37], [-0.06, -0.23, -0.02], [0.07, -0.10, -0.09], [0.06, 0.00, 0.16], [0.08, 0.01, 0.13], [0.02, 0.09, 0.02], [-0.07, -0.08, -0.07], [-0.12, -0.21, -0.06], [-0.02, -0.04, -0.31], [-0.15, 0.11, -0.25], [0.20, -0.06, -0.11], [0.20, 0.17, 0.13], [0.06, 0.31, -0.08], [-0.05, -0.15, -0.13], [0.00, 0.01, 0.10], [0.05, 0.10, -0.07], [-0.02, -0.06, 0.23], [-0.14, 0.22, -0.01], [0.00, 0.13, -0.10]], "homo_lumo_gap_ev": 5.679, "total_charge": -1, "max_force_ev_per_a": 1.58, "relative_energy_kcal_mol": 12.0, "homo_ev": -2.8}